Record 1
Computed, not measured: a structure of composition C26H32AsCl2N3O2S6Si2Ta, with ωB97M-V/def2-TZVPD.

## Properties
total charge: -1
Kohn-Sham gap: 6.21 eV
lowest unoccupied orbital energy: 1.575 eV

Atoms and positions in Å:
Ta: -0.24 0.89 1.51
S: -4.27 1.02 3.71
C: -2.92 0.91 2.80
S: -1.82 -0.45 2.85
S: -2.38 2.10 1.66
S: 0.33 3.04 2.50
C: 1.92 2.82 3.21
C: 2.77 3.90 3.41
C: 4.02 3.73 3.99
C: 4.88 4.87 4.18
N: 5.53 5.81 4.32
C: 4.42 2.44 4.40
C: 3.57 1.37 4.22
C: 2.32 1.53 3.62
S: 1.26 0.17 3.39
C: 5.72 2.23 4.99
N: 6.74 2.05 5.48
H: 2.46 4.89 3.10
H: 3.89 0.38 4.53
Cl: -0.33 2.22 -0.64
C: 1.13 3.20 -0.74
C: 1.05 4.44 -1.35
C: 2.20 5.21 -1.40
C: 3.37 4.74 -0.84
C: 3.41 3.49 -0.23
Cl: 4.89 2.97 0.50
C: 2.28 2.67 -0.16
S: 2.26 1.09 0.58
H: 0.11 4.78 -1.76
H: 2.17 6.19 -1.85
H: 4.28 5.33 -0.86
C: -0.10 -3.29 3.02
Si: 0.16 -3.30 1.18
C: -1.15 -4.40 0.42
C: 1.81 -4.11 0.86
As: -0.06 -1.17 0.27
Si: 1.01 -1.57 -1.78
C: -0.42 -2.28 -2.77
C: 2.47 -2.69 -2.13
C: 1.42 0.03 -2.64
H: -0.07 -4.30 3.43
H: -1.06 -2.84 3.27
H: 0.67 -2.69 3.51
H: -1.41 -5.24 1.07
H: -0.83 -4.79 -0.55
H: -2.05 -3.80 0.25
H: 1.91 -4.99 1.50
H: 2.63 -3.43 1.07
H: 1.90 -4.42 -0.18
H: -0.78 -3.22 -2.33
H: -0.18 -2.45 -3.83
H: -1.24 -1.56 -2.70
H: 2.17 -3.74 -2.19
H: 3.27 -2.61 -1.39
H: 2.87 -2.39 -3.10
H: 0.55 0.69 -2.64
H: 1.71 -0.15 -3.68
H: 2.23 0.55 -2.14
O: -4.67 1.03 -0.82
C: -3.67 0.35 -1.39
O: -2.55 0.34 -0.96
C: -4.07 -0.47 -2.61
N: -5.35 -0.01 -3.18
C: -6.17 -1.18 -3.56
C: -5.27 -2.40 -3.34
C: -4.36 -1.92 -2.20
H: -3.24 -0.44 -3.32
H: -5.21 0.62 -3.95
H: -5.44 0.88 -1.40
H: -6.53 -1.10 -4.58
H: -7.04 -1.24 -2.90
H: -4.67 -2.59 -4.23
H: -5.83 -3.30 -3.09
H: -3.44 -2.49 -2.10
H: -4.90 -1.94 -1.25

These are the Löwdin partial charges, in e, on atoms 1 to 4: atom 1 (Ta): 0.32, atom 2 (S): 0.50, atom 3 (C): -1.76, atom 4 (S): 0.41

---

Record 2
Computed, not measured: a structure of composition C2H8N6, with ωB97M-V/def2-TZVPD.

## Properties
Kohn-Sham gap: 9.13 eV
lowest unoccupied orbital energy: 0.386 eV

Atoms and positions in Å:
C: 0.16 0.19 -0.32
C: -0.51 0.61 2.27
H: -2.74 -0.42 -0.54
H: -1.65 -1.78 -0.51
H: -0.12 -0.65 -1.93
H: -1.82 0.18 0.35
H: -1.27 0.17 3.30
H: 1.17 1.40 1.42
H: 2.77 0.53 -2.17
H: 2.95 -0.59 -1.01
N: -1.85 -0.95 -1.09
N: -0.70 -0.06 -1.42
N: -0.77 0.51 0.78
N: 0.78 0.78 2.65
N: 1.49 0.31 -0.27
N: 2.11 -0.23 -1.50

These are the Löwdin partial charges, in e, on atoms 1 to 4: atom 1 (C): -0.39, atom 2 (C): -0.33, atom 3 (H): 0.15, atom 4 (H): 0.08

---

Record 3
Computed, not measured: the ion C4H10NO with charge +1, with ωB97M-V/def2-TZVPD.

## Properties
SMILES: CO[C@@]1(C)C[NH2+]1
total charge: +1
Kohn-Sham gap: 11.94 eV
lowest unoccupied orbital energy: -3.438 eV

Atoms and positions in Å:
C: 0.77 -2.05 -0.36
O: -0.19 -1.11 -0.74
C: -0.17 0.16 -0.41
C: 1.03 0.91 0.13
C: -1.30 1.04 -0.70
N: -1.57 0.61 0.65
H: 1.87 -1.62 -0.59
H: 0.57 -2.92 -1.01
H: 0.61 -2.31 0.66
H: 0.57 1.77 0.64
H: 1.64 1.33 -0.80
H: 1.75 0.48 0.74
H: -0.97 2.09 -0.67
H: -2.08 0.74 -1.48
H: -1.78 1.27 1.41
H: -2.40 -0.13 0.69

These are the Löwdin partial charges, in e, on atoms 1 to 4: atom 1 (C): -0.02, atom 2 (O): -0.03, atom 3 (C): -0.33, atom 4 (C): 0.02

---

Record 4
Computed, not measured: a structure of composition C6H9IO, with ωB97M-V/def2-TZVPD.

## Properties
Kohn-Sham gap: 9.33 eV
lowest unoccupied orbital energy: 0.577 eV

Atoms and positions in Å:
C: -0.36 1.61 -0.68
C: 0.11 1.97 0.52
C: -0.14 0.20 -1.06
C: 1.08 -0.17 0.41
C: -1.35 -0.62 -0.84
C: 0.68 -1.34 1.19
O: 0.93 1.03 1.07
I: 3.15 -0.46 -0.32
H: -0.97 2.33 -1.37
H: 0.03 2.84 1.16
H: 0.37 -0.03 -2.00
H: -1.86 -0.38 0.15
H: -0.97 -1.59 -0.51
H: -2.02 -0.50 -1.72
H: 1.03 -1.29 2.17
H: 0.75 -2.32 0.60
H: -0.47 -1.29 1.25

These are the Löwdin partial charges, in e, on atoms 1 to 4: atom 1 (C): -0.10, atom 2 (C): -0.11, atom 3 (C): -0.25, atom 4 (C): -0.78

---

Highest occupied orbital energy (eV)
-4.63; -8.75; -15.37; -8.75
Largest force on an atom (eV Å⁻¹)
2.873; 6.903; 5.055; 4.635